[1]
Here is a 8-piece molecular cluster, C15H52BNO10P2 overall from OMol25. Energies are from ωB97M-V/def2-TZVPD.

Summary:
* frontier orbital gap: 8.06 eV
* HOMO energy: -7.83 eV
* E_LUMO: 0.231 eV
* SMILES: N=[PH2][PH2](O)CB(O)O.CCO.CCO.CCO.CCO.CCO.CCO.CCO

Positions of all 81 atoms, in Å:
N (0.6927, -1.9902, 0.6442)
P (-0.5457, -1.9557, -0.4357)
P (-1.4170, 0.0826, -0.5220)
O (-2.0660, 1.7097, -0.4942)
C (-3.1160, -0.6538, -0.9997)
B (-3.9970, -1.2440, 0.2565)
O (-5.0183, -2.3018, -0.0682)
O (-3.9148, -0.8256, 1.6692)
H (0.7803, -1.0113, 1.0491)
H (-1.5086, -2.9537, 0.0093)
H (-0.0867, -2.3245, -1.7784)
H (-0.9336, 0.3163, 0.8215)
H (-0.5309, 0.4365, -1.6396)
H (-1.5195, 2.3365, -1.0681)
H (-2.9415, -1.5505, -1.7578)
H (-3.7095, 0.1798, -1.5681)
H (-4.7043, -2.7011, -0.9416)
H (-3.8407, 0.1678, 1.7742)
C (1.4562, -1.7846, -5.6912)
C (2.1698, -2.0288, -4.3776)
O (1.2530, -2.5219, -3.4118)
H (0.6417, -1.0650, -5.5585)
H (2.1483, -1.3998, -6.4453)
H (1.0058, -2.7099, -6.0651)
H (2.5994, -1.0977, -3.9964)
H (2.9774, -2.7571, -4.4992)
H (0.8834, -3.3531, -3.7561)
C (6.1964, -2.5490, -2.0863)
C (5.5937, -3.4425, -3.1507)
O (5.1310, -2.6565, -4.2389)
H (5.4569, -1.8258, -1.7273)
H (6.5540, -3.1395, -1.2382)
H (7.0338, -1.9728, -2.4931)
H (4.7437, -3.9999, -2.7463)
H (6.3307, -4.1601, -3.5241)
H (5.8948, -2.1719, -4.5963)
C (-2.6746, 4.6045, 2.0182)
C (-2.9186, 5.5047, 0.8246)
O (-2.5556, 4.8324, -0.3722)
H (-1.6213, 4.3098, 2.0688)
H (-2.9453, 5.1098, 2.9495)
H (-3.2595, 3.6828, 1.9341)
H (-2.3157, 6.4143, 0.9016)
H (-3.9721, 5.7933, 0.7596)
H (-3.1024, 4.0305, -0.4354)
C (4.1173, -7.1802, -1.6745)
C (5.3869, -7.1239, -2.4987)
O (6.4499, -6.5995, -1.7169)
H (3.8485, -6.1822, -1.3133)
H (3.2868, -7.5782, -2.2642)
H (4.2569, -7.8116, -0.7909)
H (5.2502, -6.4746, -3.3684)
H (5.6695, -8.1200, -2.8527)
H (6.5689, -7.1878, -0.9516)
C (-5.9746, 2.8945, 4.2982)
C (-6.2186, 3.7947, 3.1046)
O (-5.8556, 3.1224, 1.9078)
H (-4.9213, 2.5998, 4.3488)
H (-6.2453, 3.3998, 5.2295)
H (-6.5595, 1.9728, 4.2141)
H (-5.6157, 4.7043, 3.1816)
H (-7.2721, 4.0833, 3.0396)
H (-6.4024, 2.3205, 1.8446)
C (6.8553, 2.2148, -2.6368)
C (6.9858, 0.7446, -2.9770)
O (6.5520, 0.5146, -4.3094)
H (5.8168, 2.5442, -2.7458)
H (7.1816, 2.4081, -1.6111)
H (7.4562, 2.8250, -3.3190)
H (6.3668, 0.1402, -2.3074)
H (8.0236, 0.4106, -2.8830)
H (7.1133, 1.0493, -4.8968)
C (-5.9574, 4.4587, 9.4417)
C (-6.5600, 3.5652, 8.3774)
O (-7.0228, 4.3512, 7.2891)
H (-6.6968, 5.1819, 9.8008)
H (-5.5997, 3.8682, 10.2899)
H (-5.1199, 5.0349, 9.0350)
H (-7.4101, 3.0078, 8.7818)
H (-5.8231, 2.8476, 8.0040)
H (-6.2589, 4.8358, 6.9318)

Forces on the atoms, in the same order (eV/Å):
-1.2 1.6 -0.7
2.9 -1.0 1.8
-1.3 1.1 -1.1
1.2 0.6 -1.2
-0.4 0.1 -1.0
-1.9 -1.0 1.3
3.7 1.8 -0.6
-0.5 0.6 -3.3
0.0 -1.5 -0.5
0.1 0.5 -0.8
-0.9 0.1 0.9
-0.3 -0.5 -0.6
-0.5 -0.5 0.9
-1.1 -1.2 1.3
-0.2 1.9 1.4
1.0 -1.6 1.1
-0.9 0.8 1.7
0.2 -1.7 -0.3
-0.1 0.2 -0.1
0.1 -0.3 -0.5
-0.5 -0.4 0.2
0.1 0.0 0.0
-0.1 -0.1 0.0
0.1 0.0 0.0
-0.1 -0.2 0.1
-0.1 0.4 -0.1
0.2 0.4 0.2
0.1 0.0 0.3
0.3 0.2 0.0
0.3 0.1 -0.4
0.0 -0.2 0.0
0.0 0.1 -0.1
0.0 -0.2 0.0
0.0 0.1 -0.2
0.0 -0.1 0.2
-0.4 -0.1 0.2
0.1 -0.1 0.2
-0.1 -0.3 0.1
-0.1 -0.2 -0.4
-0.1 0.1 0.0
0.0 -0.1 0.0
-0.1 0.2 0.0
0.0 -0.1 -0.2
0.0 0.1 0.2
0.3 0.3 0.1
-0.2 0.1 0.0
-0.1 -0.2 0.3
0.3 0.0 0.2
0.0 -0.1 -0.1
0.0 0.0 0.1
0.0 0.0 -0.1
0.2 0.0 0.2
-0.1 0.0 -0.2
-0.1 0.4 -0.4
0.1 0.0 0.2
-0.1 -0.3 0.2
0.0 -0.3 -0.4
-0.1 0.1 0.0
-0.1 -0.2 -0.1
-0.1 0.1 0.1
0.0 -0.1 -0.2
0.0 0.1 0.2
0.3 0.4 0.0
-0.1 0.2 0.1
0.1 0.4 0.0
0.1 -0.1 -0.5
0.1 -0.1 0.1
0.0 0.1 -0.1
0.1 0.0 0.1
0.1 0.1 -0.3
0.0 0.0 0.2
-0.3 -0.3 0.3
0.0 0.0 0.2
0.3 0.2 0.0
0.0 0.2 -0.4
0.0 -0.2 0.0
0.0 0.1 0.0
0.0 -0.1 0.1
0.0 0.1 -0.2
0.0 -0.1 0.2
-0.4 -0.2 0.2

Löwdin population analysis, charges in e, atoms 1 to 5: number 1, N, carries -0.408; number 2, P, carries 0.532; number 3, P, carries 0.607; number 4, O, carries -0.423; number 5, C, carries -0.267

***

[2]
Here is C15H52BNO22 as an isolated structure from OMol25. Energies are from ωB97M-V/def2-TZVPD.

Summary:
* relative energy (zero: lowest compared OMol25 entry of this formula, charge and spin): 115.5 kcal per mole
* frontier orbital gap: 9.00 eV
* HOMO energy: -9.86 eV
* E_LUMO: -0.856 eV

Positions of all 91 atoms, in Å:
C (0.7206, -2.0749, -5.5548)
C (1.0276, -0.6249, -5.1718)
C (0.3746, -0.1049, -3.8848)
C (-1.1664, 0.1691, -4.1578)
N (-1.8594, 0.6211, -2.9198)
C (-3.3904, 0.7531, -3.0408)
C (-3.8114, 2.2611, -2.6018)
C (-2.5344, 2.9831, -2.8598)
C (-1.4894, 1.9961, -2.5748)
C (-1.6504, -0.2659, -1.7428)
C (-2.0264, -1.6859, -1.9978)
C (-2.2254, -2.5369, -0.6258)
H (1.4256, -2.8379, -4.8418)
H (1.1706, -2.5089, -6.2978)
H (-0.1534, -2.3939, -5.4238)
H (0.8966, 0.2581, -5.9438)
H (2.0736, -0.5739, -5.1638)
H (1.0266, 0.8571, -3.8568)
H (0.6976, -0.6419, -3.1148)
H (-1.7444, -0.7339, -4.4628)
H (-1.3654, 0.7591, -4.9908)
H (-4.0424, 0.1291, -2.7748)
H (-3.6654, 0.7761, -3.9518)
H (-4.2144, 2.1041, -1.5188)
H (-4.6644, 2.5891, -3.2408)
H (-2.3304, 3.9111, -2.1638)
H (-2.3494, 3.2661, -3.9278)
H (-1.2764, 2.1911, -1.5728)
H (-0.5744, 2.1621, -3.0598)
H (-2.2044, -0.0639, -0.9128)
H (-0.6594, -0.3219, -1.5618)
H (-1.3354, -2.1669, -2.6258)
H (-3.0414, -1.8029, -2.5218)
H (-2.8314, -2.0359, -0.1168)
H (-1.0564, -2.4349, -0.2178)
H (-2.6184, -3.3699, -0.6018)
O (-0.4814, -3.6009, 2.0872)
C (-0.4934, -2.3999, 2.2692)
O (0.3816, -1.7199, 1.6502)
B (0.0636, -0.2209, 1.9912)
O (-1.1184, -0.3649, 2.8442)
C (-1.3824, -1.5409, 2.8912)
O (-2.5964, -1.8989, 3.0262)
O (-0.1864, 0.6571, 0.8652)
C (0.7016, 1.6421, 0.9102)
O (0.6546, 2.7291, 0.3852)
C (1.6166, 1.2741, 1.9732)
O (1.2286, 0.3311, 2.7242)
O (2.6006, 1.8941, 2.1552)
O (-2.7564, -4.1989, 4.7222)
H (-2.7384, -3.6619, 5.4712)
H (-2.3494, -3.4949, 4.1492)
O (-1.9224, 3.8261, 0.5312)
H (-1.8644, 4.6051, -0.0898)
H (-1.0914, 3.7551, 0.8642)
O (2.6066, 0.1681, 5.3562)
H (2.2306, 0.5631, 6.1512)
H (1.7806, 0.1411, 4.9392)
O (-3.5144, -5.2119, 1.7442)
H (-4.1424, -4.9899, 2.3862)
H (-2.7084, -4.7969, 1.3862)
O (-5.0384, -1.0289, 3.4442)
H (-4.9114, -0.1379, 3.7502)
H (-4.0894, -1.1509, 3.2102)
O (4.0256, -1.5169, 1.5712)
H (3.2706, -0.9019, 0.9402)
H (4.9326, -1.5959, 1.1172)
O (2.9866, -2.8519, 3.9922)
H (3.4626, -2.3369, 3.2882)
H (2.1576, -2.6519, 3.8082)
O (1.7226, -4.4359, 0.6322)
H (1.2536, -3.6479, 0.9692)
H (0.8516, -5.0019, 0.4262)
O (5.0956, 3.0711, 3.6922)
H (4.9216, 3.6031, 2.9462)
H (5.9576, 3.2841, 3.8722)
O (2.6496, 2.9281, -2.4018)
H (1.8116, 3.1951, -2.8688)
H (2.1626, 2.5141, -1.6718)
O (2.5656, -0.1999, -0.4688)
H (2.5116, -1.0729, -0.8728)
H (3.1956, 0.2871, -0.8928)
O (5.2796, 1.1291, 1.5652)
H (5.3366, 0.1951, 1.7282)
H (4.2226, 1.3931, 1.5342)
O (1.7096, 4.8571, 1.0722)
H (2.1246, 5.3501, 0.3792)
H (1.2486, 4.1161, 0.6692)
O (1.4656, 3.7181, 4.2182)
H (1.3016, 3.4581, 5.1002)
H (2.1656, 3.3381, 3.8602)

Forces on the atoms, in the same order (eV/Å):
6.9 2.1 5.4
-1.2 0.8 -2.2
0.1 4.3 -5.0
0.9 -3.3 1.9
-3.3 0.3 1.4
4.7 7.3 1.7
-1.4 -2.8 1.2
0.5 2.9 -0.3
1.6 0.6 0.4
-0.7 -2.4 -2.4
-3.7 -2.7 0.1
12.1 6.9 -4.5
-2.0 2.2 -0.6
2.0 -1.3 -5.5
-7.4 -2.4 0.8
-0.6 -2.1 0.7
1.7 0.1 0.9
-1.7 -0.9 0.7
0.4 -2.5 3.5
0.9 0.0 0.5
0.0 2.0 -1.0
-3.9 -5.9 3.9
-0.7 0.2 -7.4
1.1 1.2 -1.7
0.6 -0.3 0.6
-0.6 -1.7 -1.6
-1.1 0.3 0.7
0.4 -1.0 2.2
1.2 0.6 -0.9
-1.4 2.1 2.1
3.2 0.6 1.1
1.0 -0.8 -0.8
1.3 0.5 0.4
-4.7 4.9 4.9
-3.4 -0.9 -0.4
-3.0 -8.9 -0.9
-1.6 0.2 1.3
3.1 -6.2 -2.1
1.7 4.9 -1.2
1.4 -1.5 0.7
2.7 6.3 -0.2
-10.4 -3.8 1.5
3.5 -0.2 0.6
-0.6 0.2 -0.9
-2.0 0.3 -0.1
-0.7 -2.2 -1.2
2.5 1.8 0.8
-2.4 -2.4 0.0
2.4 1.5 0.1
1.0 0.4 -2.4
-0.5 0.8 2.8
-0.8 -1.5 -0.3
-4.0 1.6 -2.9
-0.1 -1.2 1.3
3.9 -0.3 1.7
0.7 0.5 1.5
1.0 0.1 0.8
-1.6 -0.6 -2.2
1.4 -2.3 -3.3
-0.1 1.8 1.6
-1.2 0.6 1.8
1.0 0.2 -0.4
-0.8 0.9 0.5
-0.7 -0.9 0.0
-1.3 1.9 -2.8
3.9 -2.5 2.3
-2.5 0.3 0.5
6.4 -0.6 0.2
-0.2 -0.7 0.8
-6.2 1.2 -1.0
-3.4 -1.3 -1.1
0.6 -0.4 0.1
3.1 1.6 0.7
-2.8 -1.1 0.7
-0.7 0.8 -1.5
3.4 0.5 1.0
-2.4 -0.1 -0.4
1.5 0.1 -0.1
0.8 -0.1 0.6
-3.2 -2.0 1.9
0.1 0.0 -0.1
3.0 2.0 -1.9
-3.4 1.9 -1.1
-0.5 -0.4 0.4
4.2 -1.3 0.6
-0.1 0.7 0.8
0.4 0.4 -0.6
0.5 0.2 0.1
-5.5 3.5 0.9
0.3 -0.6 1.2
5.2 -2.9 -2.1

Löwdin population analysis, charges in e, atoms 1 to 5: number 1, C, carries -0.051; number 2, C, carries -0.245; number 3, C, carries -0.137; number 4, C, carries -0.051; number 5, N, carries -0.146